Entry 1:
Density functional theory data (ωB97M-V/def2-TZVPD) for a 3-piece molecular cluster, C43H79BrFN5O3SSi overall.

```
134
Properties=species:S:1:pos:R:3:mulliken_charge:R:1
F 4.031 1.057 1.710 -0.356
Si 4.964 2.481 1.304 0.643
Br 6.026 3.108 3.264 -0.340
C 3.796 3.892 0.764 -0.554
C 2.536 3.382 -0.149 -0.797
C 1.206 4.270 0.181 0.128
C -0.012 3.306 0.681 -0.607
C -1.231 3.210 -0.395 -0.432
C -1.676 1.669 -0.698 -0.216
C -3.267 1.447 -0.656 -0.887
C -3.702 -0.123 -0.623 -0.641
C -3.312 -0.776 -2.047 -0.472
C -1.871 -1.481 -1.897 -0.567
C -1.832 -3.052 -2.235 -0.772
C -3.067 -3.907 -1.675 -0.400
N -3.023 -4.201 -0.217 0.567
C -3.658 -3.565 0.919 -0.145
C -3.345 -4.269 2.288 -0.796
C -2.411 -5.477 1.835 -0.456
C -2.264 -5.356 0.275 -0.541
C 6.293 2.045 -0.025 -0.565
C 7.756 1.826 0.680 -0.733
C 8.786 1.015 -0.253 -0.466
C 10.117 0.558 0.551 -0.680
C 10.957 -0.570 -0.240 -0.318
C 10.811 -0.495 -1.849 -0.378
C 12.023 -1.182 -2.645 -0.760
S 11.889 -3.062 -2.698 -0.115
C 12.301 -3.550 -0.943 0.320
N 11.348 -4.170 -0.061 -0.224
N 12.040 -4.330 1.112 -0.280
C 13.381 -3.810 0.960 0.053
O 13.591 -3.318 -0.357 -0.248
H 4.349 4.770 0.252 0.358
H 3.323 4.338 1.723 0.274
H 2.360 2.255 -0.002 0.414
H 2.766 3.522 -1.270 0.223
H 0.913 4.913 -0.737 0.456
H 1.414 5.038 1.021 -0.356
H 0.433 2.278 0.916 0.529
H -0.451 3.741 1.655 0.120
H -0.872 3.749 -1.357 0.362
H -2.089 3.843 0.025 0.120
H -1.284 1.450 -1.763 0.012
H -1.154 0.998 0.077 0.201
H -3.658 1.987 0.283 0.406
H -3.708 2.007 -1.559 0.260
H -4.839 -0.125 -0.422 0.246
H -3.221 -0.663 0.265 0.349
H -3.164 0.115 -2.776 0.386
H -4.126 -1.428 -2.513 0.403
H -1.460 -1.264 -0.836 0.240
H -1.126 -0.964 -2.622 0.329
H -1.643 -3.248 -3.362 0.346
H -0.886 -3.472 -1.708 0.295
H -4.101 -3.484 -1.912 0.190
H -3.019 -4.935 -2.210 0.186
H -4.325 -2.645 0.872 0.408
H -3.722 -4.012 3.329 0.338
H -1.984 -6.265 2.541 0.326
H -1.658 -6.122 -0.317 0.323
H 6.418 2.866 -0.814 0.375
H 6.054 1.053 -0.560 0.330
H 7.658 1.236 1.670 0.371
H 8.173 2.888 0.848 0.250
H 8.346 0.056 -0.711 0.248
H 9.149 1.749 -1.066 0.203
H 10.824 1.449 0.717 0.247
H 9.861 0.128 1.596 0.299
H 12.076 -0.438 0.037 0.274
H 10.657 -1.609 0.135 0.204
H 9.790 -0.918 -2.163 0.238
H 10.815 0.625 -2.120 0.274
H 13.040 -0.932 -2.168 0.349
H 11.989 -0.830 -3.737 0.353
H 14.167 -3.784 1.783 0.347
C -7.871 -9.759 -1.876 -1.826
C -7.410 -8.689 -2.903 1.888
C -5.896 -8.836 -3.176 -1.293
C -5.019 -8.334 -2.032 -0.803
C -5.402 -6.913 -1.634 -0.614
C -6.905 -6.753 -1.330 1.576
N -7.775 -7.328 -2.402 0.345
O -7.743 -6.472 -3.465 -0.540
C -7.230 -7.419 0.029 -1.838
C -7.197 -5.249 -1.077 -1.709
C -8.167 -9.069 -4.202 -1.866
H -8.235 -10.667 -2.363 0.483
H -7.066 -10.081 -1.210 0.309
H -8.701 -9.398 -1.261 0.339
H -5.627 -8.279 -4.081 0.399
H -5.657 -9.886 -3.377 0.361
H -5.089 -9.005 -1.169 0.301
H -3.969 -8.354 -2.343 0.394
H -4.807 -6.614 -0.763 0.098
H -5.109 -6.235 -2.445 0.381
H -8.306 -7.398 0.228 0.384
H -6.740 -6.885 0.849 0.441
H -6.887 -8.447 0.106 0.351
H -6.900 -4.616 -1.918 0.311
H -6.641 -4.887 -0.208 0.365
H -8.262 -5.083 -0.882 0.470
H -9.250 -8.983 -4.068 0.453
H -7.950 -10.103 -4.489 0.452
H -7.878 -8.452 -5.057 0.351
C -3.469 8.914 2.489 -1.830
C -2.571 7.674 2.748 1.995
C -2.190 7.601 4.245 -1.272
C -1.145 8.633 4.659 -0.497
C 0.074 8.571 3.747 -1.196
C -0.283 8.671 2.249 1.647
N -1.375 7.729 1.852 0.167
O -0.840 6.476 1.797 -0.368
C -0.692 10.125 1.913 -1.747
C 1.012 8.455 1.419 -1.736
C -3.497 6.470 2.434 -1.959
H -4.533 8.673 2.558 0.489
H -3.300 9.718 3.209 0.326
H -3.320 9.318 1.483 0.346
H -1.797 6.605 4.479 0.386
H -3.087 7.732 4.861 0.340
H -1.575 9.640 4.655 0.300
H -0.836 8.443 5.692 0.381
H 0.767 9.374 4.022 0.387
H 0.607 7.632 3.942 0.339
H -1.036 10.206 0.877 0.369
H 0.160 10.803 2.022 0.441
H -1.466 10.525 2.563 0.327
H 1.498 7.501 1.641 0.188
H 1.747 9.234 1.638 0.437
H 0.800 8.491 0.345 0.458
H -3.801 6.469 1.382 0.456
H -4.407 6.512 3.041 0.503
H -3.030 5.507 2.656 0.289
```

## Properties
Frontier orbital gap (spin up / spin down) ... 7.97 / 7.50 eV
2S+1 ... 3
<S²> ... 2.0090
Highest occupied orbital energy (spin up / spin down) ... -7.772 / -7.773 eV


Entry 2:
Density functional theory data (ωB97M-V/def2-TZVPD) for C27H28N2O3 in the gas phase.

```
60
Properties=species:S:1:pos:R:3:mulliken_charge:R:1
C 2.802 0.587 -0.058 -1.909
C 1.573 1.235 0.554 2.381
C 2.010 1.831 1.973 -0.090
O 2.593 1.144 2.807 -0.638
C 1.743 3.265 2.310 -0.680
C 1.909 4.105 1.084 -0.555
O 0.997 3.606 0.035 -0.318
C 1.303 2.381 -0.453 -0.499
O 1.370 2.190 -1.655 -0.519
H 2.562 0.192 -1.052 0.208
H 3.555 1.382 -0.184 0.538
H 3.223 -0.200 0.575 0.449
H 0.725 3.350 2.727 0.242
H 2.471 3.561 3.075 0.416
H 1.618 5.146 1.248 0.369
H 2.949 4.053 0.723 0.320
C 2.177 -1.641 2.630 -1.862
C 1.447 -1.902 1.390 0.492
N 1.511 -3.171 0.893 0.145
C 2.307 -4.235 1.472 -0.956
C 0.593 -3.324 -0.132 -0.370
C -0.122 -2.092 -0.260 1.230
C -1.305 -2.170 -1.002 0.212
C -1.606 -3.319 -1.745 -0.917
C -0.825 -4.480 -1.659 -0.772
C 0.278 -4.499 -0.795 -1.102
C 0.550 -1.135 0.613 -0.270
C 0.343 0.374 0.748 0.378
C -0.862 0.838 -0.051 0.491
C -2.068 1.313 0.476 0.643
C -2.501 1.447 1.885 -1.895
N -2.898 1.671 -0.559 0.162
C -4.214 2.259 -0.393 -1.005
C -2.298 1.357 -1.782 -0.273
C -1.019 0.789 -1.483 0.093
C -0.286 0.231 -2.524 1.274
C -0.775 0.316 -3.826 -1.155
C -1.999 0.948 -4.116 -0.856
C -2.789 1.463 -3.078 -1.011
H 2.057 -0.598 2.927 0.125
H 1.823 -2.284 3.455 0.487
H 3.250 -1.834 2.492 0.414
H 2.226 -5.113 0.830 0.346
H 3.359 -3.933 1.545 0.302
H 1.944 -4.488 2.480 0.293
H -2.004 -1.340 -1.005 0.424
H -2.472 -3.310 -2.410 0.407
H -1.088 -5.373 -2.232 0.378
H 0.878 -5.391 -0.629 0.200
H 0.070 0.515 1.808 0.726
H -1.730 1.033 2.542 0.454
H -2.652 2.503 2.151 0.340
H -3.442 0.901 2.065 0.384
H -4.600 2.527 -1.378 0.392
H -4.906 1.549 0.083 0.303
H -4.167 3.162 0.234 0.286
H 0.663 -0.257 -2.314 0.265
H -0.175 -0.097 -4.641 0.425
H -2.328 1.021 -5.153 0.383
H -3.752 1.939 -3.261 0.275
```

## Properties
Frontier orbital gap ... 7.65 eV
SMILES string ... Cc1c(C(c2c(C)n(C)c3ccccc23)[C@]2(C)C(=O)CCOC2=O)c2ccccc2n1C
Highest occupied orbital energy ... -7.165 eV
Relative energy (zero: lowest compared OMol25 entry of this formula, charge and spin) ... 218.4 kJ/mol


Entry 3:
Density functional theory data (ωB97M-V/def2-TZVPD) for a 2-piece molecular cluster, C4H11N2O overall.

```
18
Properties=species:S:1:pos:R:3:mulliken_charge:R:1
C 1.088 -0.150 0.384 -0.827
N -0.399 -0.151 -0.050 -0.647
C 1.735 0.921 -0.486 0.544
C 2.043 0.512 -1.936 -1.465
N 2.681 0.443 0.406 -1.058
C -3.138 -0.409 1.568 -0.693
O -2.121 -1.343 1.689 -0.870
H 1.116 0.176 1.463 0.509
H 1.317 -1.295 0.118 0.055
H -0.562 -0.574 -0.998 0.166
H -1.135 -0.676 0.623 0.318
H 1.395 1.955 -0.280 0.433
H 2.305 1.406 -2.570 0.296
H 3.031 -0.179 -1.987 0.381
H 1.197 -0.039 -2.378 0.287
H -2.831 0.558 1.742 0.249
H -3.738 -0.385 0.488 0.100
H -3.985 -0.771 2.203 0.220
```

## Properties
Frontier orbital gap (spin up / spin down) ... 4.43 / 4.83 eV
2S+1 ... 2
<S²> ... 0.7602
Highest occupied orbital energy (spin up / spin down) ... 2.750 / 2.264 eV
Net charge ... -2
Relative energy (zero: lowest compared OMol25 entry of this formula, charge and spin) ... 511.6 kJ/mol